The following is a DFT calculation (ωB97M-V with the def2-TZVPD basis set) of a molecular structure, C42H52IrOP in a non-equilibrium geometry.

```
97
Properties=species:S:1:pos:R:3:lowdin_charge:R:1
H -1.962 -1.452 -5.163 0.117
H -3.146 -3.044 4.363 0.122
C -1.681 -0.770 4.283 -0.021
C -2.252 -1.428 -4.121 -0.078
H 3.040 -2.365 0.652 0.053
Ir 0.367 0.022 0.070 1.328
H -1.050 -4.116 -2.581 0.100
C 1.719 1.715 -0.934 -0.102
H -0.656 3.118 -2.000 0.061
H -0.312 -2.003 -3.422 0.109
H 1.486 2.693 -0.554 0.103
H 4.619 -1.593 0.654 0.064
H 2.323 1.585 -4.723 0.087
C 1.700 -5.482 -0.235 -0.052
C -2.795 -3.797 2.400 -0.046
H 1.580 -3.609 0.775 0.099
C 3.350 1.167 0.991 -0.517
H -0.694 2.818 1.656 0.059
H -0.879 1.895 -4.731 0.099
H -4.918 -0.748 -2.143 0.115
C -3.911 -1.030 -2.424 -0.049
C -0.244 0.516 2.832 -0.138
C 0.226 -5.769 -2.112 -0.050
H 5.537 -1.989 -2.201 0.097
C -1.975 2.034 0.124 -0.470
C 2.502 0.748 -0.248 -0.248
H 2.209 0.326 2.634 0.048
H -0.668 3.764 0.156 0.071
C -2.991 -1.359 -1.442 -0.077
C 3.627 -1.566 -1.285 -0.506
C 3.203 0.258 2.213 -0.039
H 4.428 -3.168 -0.092 0.099
C -1.844 -1.732 3.254 -0.153
H 2.452 -5.874 0.438 0.117
H 5.559 -0.489 -1.279 0.063
C -0.902 0.329 4.072 -0.054
C -2.650 -2.888 3.413 -0.003
H -2.182 -0.923 5.231 0.119
C -1.325 -1.739 -3.137 -0.130
H -3.449 0.501 0.509 0.063
C -1.360 -2.480 0.993 -0.318
C 0.238 -3.687 -0.905 -0.360
C 0.730 2.087 -3.310 -0.536
H 1.860 2.637 1.654 0.066
H -2.497 0.946 1.926 0.058
C -3.545 -1.070 -3.764 -0.054
C 1.214 -4.201 -0.050 -0.104
H 1.399 3.038 -5.134 0.094
H 1.598 -7.265 -1.429 0.114
C 4.954 -1.103 -1.937 -0.020
H 1.842 -0.628 -3.251 0.119
H 3.397 -0.788 1.999 0.056
C -1.309 3.197 0.833 -0.038
C 1.213 -6.265 -1.277 -0.053
H -2.239 -4.328 0.375 0.120
C 1.395 1.265 -2.231 -0.179
H 5.323 0.277 0.653 0.062
H 4.974 1.660 -0.395 0.098
C 2.682 -0.372 -1.220 -0.122
C -2.129 -3.597 1.170 -0.047
H -1.062 0.884 -3.290 0.074
H -4.267 -0.819 -4.530 0.113
H -0.384 3.913 -3.557 0.097
H -0.175 -6.384 -2.906 0.114
H -0.790 1.077 4.847 0.115
C -1.188 -1.537 2.019 -0.203
C -0.357 -0.399 1.819 -0.316
C 0.096 3.360 -2.748 -0.031
H 3.605 -3.556 -2.134 0.096
P -0.474 -2.070 -0.511 1.052
C 3.940 -2.204 0.065 -0.038
H 2.002 -2.830 -2.083 0.047
H 0.349 1.412 2.695 0.077
H 0.083 0.425 -4.569 0.084
H -2.551 2.421 -0.723 0.139
H -2.052 3.877 1.250 0.094
H -3.286 -1.356 -0.402 0.097
C 1.932 -0.019 -2.365 -0.008
H 4.761 -0.541 -2.852 0.095
C -0.267 -4.479 -1.932 -0.072
H -3.414 -4.674 2.536 0.112
C 2.930 2.575 1.438 -0.055
H 3.912 0.581 2.980 0.101
H -3.745 2.034 1.323 0.097
C 3.057 -2.621 -2.253 -0.049
C -0.345 1.265 -4.016 -0.036
C 4.836 1.247 0.606 -0.034
H 3.465 2.821 2.356 0.097
H 2.601 3.090 -3.835 0.094
H 3.177 -2.306 -3.292 0.089
C -2.967 1.328 1.027 -0.027
H 3.180 3.336 0.696 0.096
O -0.973 1.205 -0.500 -0.347
C 1.837 2.471 -4.309 -0.023
H 0.842 4.019 -2.297 0.093
C -1.696 -1.720 -1.795 -0.342
H 5.355 1.902 1.310 0.094
```

Summary:
Calculated total energy, eV: -58566.424
E_HOMO (alpha / beta), Ha: -0.376 / -0.376
Charge: +1
E_LUMO (alpha / beta), hartree: -0.1455 / -0.1672
Spin multiplicity: 2